i) C2H2N4O3 | the ωB97M-V functional and the def2-TZVPD basis

```
11
Properties=species:S:1:pos:R:3
O -2.7973 -0.9219 1.1445
N -1.6430 -0.8168 0.8768
O -0.3989 -1.2808 1.7922
N -0.7273 0.0335 1.4954
C 0.2618 0.6319 0.2389
N 0.2000 -0.0098 -0.9640
C 1.2638 0.4268 -1.5719
O 1.9313 1.3511 -0.8691
N 1.2269 1.4491 0.3143
H -1.0915 -1.1383 0.0495
H 1.7743 0.2751 -2.5065
```

LUMO	0.20	eV
molecular weight	130.063	g mol⁻¹
SMILES string	[O-][N@@H+]1ON1c1ncon1
HOMO-LUMO gap	10.828	eV
2S+1	1

=====

ii) C2H2N4O3 | the ωB97M-V functional and the def2-TZVPD basis

```
11
Properties=species:S:1:pos:R:3
C -0.8307 -0.4778 -0.5450
C -0.0217 -0.3859 0.7102
H 1.3646 1.0193 2.1290
H -1.7448 -1.6868 -1.6809
N 1.0763 0.4245 0.2312
N 0.1885 1.2810 -1.6574
N -0.1903 0.0290 -1.7715
N -1.7333 -1.4477 -0.5013
O 1.9657 0.6328 1.2318
O 0.0402 1.6869 0.1114
O -0.1145 -1.0754 1.7425
```

LUMO	-2.07	eV
molecular weight	130.063	g mol⁻¹
HOMO-LUMO gap	8.926	eV
2S+1	1

=====

Which is the most stable structure? i) is the most stable.

=====

i) C7H18 | the ωB97M-V functional and the def2-TZVPD basis

```
25
Properties=species:S:1:pos:R:3
C -1.1160 -2.1271 0.4363
C 0.1439 -1.6844 -0.3713
C 1.0608 -2.8879 -0.7141
C -0.2518 -0.9169 -1.6160
H -1.3223 -1.5805 1.3570
H -1.0491 -3.1738 0.7102
H -1.9420 -1.9223 -0.2477
H 0.7346 -1.0613 0.3043
H 0.6652 -3.3165 -1.6302
H 2.1174 -2.6617 -0.8374
H 0.9918 -3.6607 0.0553
H 0.5222 -0.4247 -2.1989
H -0.9636 -1.5201 -2.1946
H -0.9290 -0.1190 -1.3024
C 1.3723 2.0144 0.9167
C 0.1970 3.0126 1.0098
C -1.1144 2.4954 0.3836
H 2.2485 2.6135 1.1598
H 1.1920 1.4775 -0.0094
H 1.3727 1.2766 1.7260
H -0.0124 3.3700 2.0151
H 0.4184 3.9361 0.4616
H -0.8566 1.6576 -0.2602
H -1.7991 2.0330 1.1021
H -1.6806 3.1700 -0.2555
```

LUMO	1.06	eV
molecular weight	102.221	g mol⁻¹
SMILES string	CC(C)C.CCC
HOMO-LUMO gap	12.003	eV
2S+1	1

=====

ii) C7H18 | the ωB97M-V functional and the def2-TZVPD basis

```
25
Properties=species:S:1:pos:R:3
C -0.3391 -2.4675 0.1563
C -0.6613 -1.3962 1.1976
C 0.5940 -0.7802 1.8111
C 0.2718 0.2911 2.8524
H -1.2633 -2.8937 -0.2688
H 0.2433 -3.2818 0.6194
H 0.2564 -2.0312 -0.6632
H -1.2593 -0.5924 0.7267
H -1.2724 -1.8405 2.0067
H 1.1921 -1.5840 2.2820
H 1.2052 -0.3359 1.0020
H -0.3237 -0.1453 3.6719
H -0.3105 1.1054 2.3893
H 1.1961 0.7173 3.2774
C 1.3281 1.3311 -1.9674
C -0.0339 1.8076 -1.4639
C -1.1851 1.1224 -2.1993
H 1.4257 0.2425 -1.8188
H 2.1472 1.8348 -1.4270
H 1.4301 1.5497 -3.0437
H -0.1166 1.5986 -0.3800
H -0.1121 2.9031 -1.6024
H -1.1287 0.0304 -2.0545
H -2.1599 1.4771 -1.8244
H -1.1242 1.3376 -3.2794
```

LUMO	1.16	eV
molecular weight	102.221	g mol⁻¹
SMILES string	CCCC.CCC
HOMO-LUMO gap	12.490	eV
2S+1	1

=====

Which is the most stable structure? ii) is the most stable.

=====

i) C5H15N2 | the ωB97M-V functional and the def2-TZVPD basis

```
22
Properties=species:S:1:pos:R:3
C 0.5517 0.5245 0.8869
N 0.4433 -0.7586 0.0534
C 1.8420 -1.3967 -0.2093
C 1.6831 -2.8826 -0.3990
C -0.6654 1.4793 0.7808
N -1.2659 1.5583 -0.5643
C -2.6535 1.8897 -0.6853
H 1.4941 1.0240 0.6669
H 0.6685 0.1730 1.9085
H -0.2181 -1.3920 0.5054
H 2.3724 -1.1671 0.7091
H 2.1802 -0.8684 -1.0963
H 2.7000 -3.2595 -0.2642
H 1.1404 -3.3721 0.4126
H 1.3036 -3.2718 -1.3372
H -1.3936 1.1581 1.5076
H -0.4328 2.5051 1.0654
H -0.7777 2.2835 -1.1102
H 0.0044 -0.3999 -0.7467
H -2.7864 2.8846 -0.2113
H -2.9357 2.1403 -1.7100
H -3.2545 1.1484 -0.1627
```

LUMO (alpha / beta)	-7.20 / -12.63	eV
molecular weight	103.189	g mol⁻¹
net charge	+2
<S²>	0.75
HOMO-LUMO gap (alpha / beta)	13.039 / 7.615	eV
2S+1	2

=====

ii) C5H15N2 | the ωB97M-V functional and the def2-TZVPD basis

```
22
Properties=species:S:1:pos:R:3
C 0.5189 -1.0512 1.1418
C -0.5618 -0.5765 0.1857
C -0.9047 0.8847 0.4146
C 0.1156 2.0442 -0.0081
C 0.6269 1.7860 -1.4135
N -0.1082 -1.5220 -2.4930
N 0.2074 -1.2016 2.5741
H 1.2245 -1.8701 0.8430
H 1.1742 -0.1256 1.1334
H 0.6593 -2.1126 -2.7308
H -1.4668 -1.1354 0.1234
H -0.9556 1.0089 1.5092
H -1.9369 1.0719 0.0198
H -0.4929 2.9774 0.0052
H 1.0001 2.3037 0.6226
H 1.6746 2.1951 -1.3983
H 0.6593 0.7142 -1.5469
H -0.7855 -1.6632 -3.2189
H 0.0024 2.3150 -2.1479
H -0.4518 -1.7218 -1.5526
H -0.6714 -1.6298 2.8855
H 0.9027 -1.7855 2.9626
```

LUMO (alpha / beta)	-12.47 / -13.81	eV
molecular weight	103.189	g mol⁻¹
net charge	+2
<S²>	0.76
HOMO-LUMO gap (alpha / beta)	5.577 / 4.354	eV
2S+1	2

=====

Which is the most stable structure? i) is the most stable.